{
  "formula": "C4H12N2S",
  "method": "the ωB97M-V functional and the def2-TZVPD basis",
  "elements": ["C", "N", "C", "C", "S", "C", "N", "H", "H", "H", "H", "H", "H", "H", "H", "H", "H", "H", "H"],
  "positions_angstrom": [[0.21026, -1.08104, -0.93523], [0.18130, 0.05433, 0.20852], [-1.18514, 0.44423, 0.42929], [-1.35199, 0.98739, 1.84392], [-3.11530, 1.43090, 2.25210], [1.59113, -1.40004, -1.27861], [2.35938, 0.08398, -1.36624], [-0.44149, -1.97303, -0.50195], [-0.41015, -0.99459, -1.79128], [0.62070, 0.75637, -0.43915], [-1.65154, -0.49264, 0.34022], [-1.54730, 1.27203, -0.28754], [-0.92089, 0.38686, 2.68582], [-0.69069, 1.94827, 1.94928], [-3.19906, 2.54005, 1.50346], [2.04323, -1.90320, -0.41930], [1.69815, -1.97596, -2.18151], [2.51349, 0.25441, -0.31087], [3.29590, -0.33833, -1.70093]],
  "mulliken_charge": [-0.654, -0.530, -0.248, -0.731, -0.222, -0.467, -0.808, 0.338, 0.387, 0.386, 0.291, 0.231, 0.387, 0.284, 0.117, 0.275, 0.403, 0.275, 0.286],
  "charge": 0,
  "lumo_energy_ev": 1.0,
  "gap_ev": 10.00,
  "smiles": "NCCNCCS"
}

{
  "formula": "C2HClN2O2",
  "method": "the ωB97M-V functional and the def2-TZVPD basis",
  "elements": ["C", "C", "N", "N", "O", "O", "Cl", "H"],
  "positions_angstrom": [[-0.19152, -1.18269, 1.04802], [0.21394, -0.07296, 0.37295], [-0.53902, -2.04914, 1.68376], [0.93998, 0.94181, 1.03337], [1.15953, 1.87372, 0.31359], [1.38047, 0.72635, 2.16195], [-2.05495, 0.89933, 1.00825], [0.23436, 0.00441, -0.62136]],
  "mulliken_charge": [0.786, -0.832, -0.275, 1.020, -0.507, -0.507, -0.147, 0.463],
  "charge": 0,
  "lumo_energy_ev": [-4.3, -4.3],
  "gap_ev": [7.26, 7.22]
}

{
  "formula": "C3H2N2S2",
  "method": "the ωB97M-V functional and the def2-TZVPD basis",
  "elements": ["C", "C", "C", "N", "N", "S", "S", "H", "H"],
  "positions_angstrom": [[1.00152, 0.52066, -1.27088], [2.49509, -1.22461, -0.53984], [1.86394, -0.00733, -0.31005], [0.31740, 1.00344, -2.05974], [3.02420, -2.22276, -0.75704], [2.25292, 0.91131, 1.09695], [-0.90314, -1.39298, 0.38873], [1.49414, 1.96929, 0.78443], [-1.83948, -1.48293, -0.54933]],
  "mulliken_charge": [0.112, 0.230, 0.308, -0.327, -0.309, -0.106, -0.251, 0.211, 0.131],
  "charge": 0,
  "lumo_energy_ev": [-3.8, -3.9],
  "gap_ev": [4.66, 4.63]
}

{
  "formula": "C2H3FTl",
  "method": "the ωB97M-V functional and the def2-TZVPD basis",
  "elements": ["H", "C", "C", "F", "H", "H", "Tl"],
  "positions_angstrom": [[-1.15218, -1.14402, 1.25098], [-0.37007, -0.31412, 0.20357], [0.91621, -0.05232, 0.38909], [-0.83306, -0.41422, -1.70893], [1.23641, 0.37656, 1.34592], [1.65556, -0.01798, -0.42075], [-1.45288, 1.56609, -1.05989]],
  "lowdin_spin": [0.198, 0.427, 0.112, 0.203, 0.014, 0.006, 0.040],
  "charge": 0,
  "spin_multiplicity": 2,
  "lumo_energy_ev": [-0.2, -0.3],
  "s2": 0.76,
  "gap_ev": [6.76, 9.33]
}

The evaluated energy above the lowest of the compared OMol25 structures with the same formula, charge and spin for the records listed, in turn: 222.5, 606.3, 372.6, 204.5 kJ/mol.